1.
85
Properties=species:S:1:pos:R:3:forces:R:3 method="wB97M-V/def2-TZVPD" e_homo_ev="-1.75 / -1.77" e_tot_ha=-13169.5183 s_squared=0.76 lumo_ev="3.876 / 3.876" charge=-2 spin_multiplicity=2 de_lowest_kj_mol=0.00 homo_lumo_gap_ev="5.62 / 5.64"
Cr -1.687780 1.003288 -0.542316 -0.253 0.120 -0.155
O -1.748197 4.021095 2.795534 -0.036 -0.228 -0.139
C -1.793851 3.136855 3.805544 -0.023 -0.038 0.033
C -1.765465 3.639634 5.109899 0.008 0.029 -0.029
C -1.830400 2.787990 6.194500 0.002 0.041 0.026
C -1.931222 1.413770 6.003772 -0.017 -0.032 0.002
C -1.962453 0.913037 4.714815 0.062 0.008 -0.031
C -1.885135 1.748286 3.601034 -0.031 0.032 0.076
C -1.912120 1.176468 2.224731 0.167 -0.134 -0.018
O -1.679492 1.978936 1.242604 -0.152 0.307 0.041
N -2.147527 -0.099937 2.124067 -0.110 0.084 0.193
N -2.211992 -0.531244 0.802833 -0.235 -0.321 0.103
C -2.565040 -1.755920 0.721889 0.141 0.026 -0.019
S -2.900966 -2.658945 2.215408 0.036 -0.050 0.028
C -3.070452 -4.261771 1.382697 0.022 0.084 -0.010
C -3.656586 -4.001881 0.012898 0.019 0.091 -0.073
S -2.696491 -2.671801 -0.762601 -0.219 0.141 0.087
H -1.782867 3.470267 1.963901 0.085 0.144 0.059
H -1.695147 4.712803 5.234397 0.003 0.006 0.007
H -1.805975 3.197839 7.198524 0.003 0.002 -0.012
H -1.986473 0.742937 6.851886 0.000 -0.006 0.000
H -2.042541 -0.149963 4.531459 0.000 -0.017 -0.007
H -3.718628 -4.890231 1.996380 -0.007 0.009 -0.001
H -2.090993 -4.736351 1.291388 -0.001 -0.001 0.018
H -4.700910 -3.691889 0.084112 0.014 0.004 -0.016
H -3.585870 -4.876013 -0.635546 0.028 -0.002 -0.032
C 1.385078 -5.884848 -0.216554 0.053 0.140 0.053
As 0.655907 -4.060557 -0.500733 0.034 -0.212 0.049
C 0.933396 -3.398067 1.325987 -0.129 -0.019 -0.034
C 2.223186 -3.251355 -1.368084 0.047 -0.260 0.082
C 3.513977 -3.620871 -1.004561 0.037 -0.058 -0.031
C 4.621891 -3.052200 -1.614429 0.003 -0.041 0.062
C 4.433791 -2.102139 -2.604050 0.048 0.059 -0.036
C 3.149057 -1.725513 -2.964793 -0.033 0.056 0.021
C 2.025332 -2.285609 -2.356268 -0.006 0.202 -0.297
As 0.193340 -1.600934 -2.712826 -0.032 -0.299 0.145
C 0.597718 -0.366137 -4.179040 -0.086 0.035 0.072
C -0.361794 -3.127241 -3.847393 -0.001 0.111 -0.098
H 2.326462 -5.892141 0.331736 0.033 -0.009 0.032
H 1.530513 -6.370240 -1.181430 -0.004 0.015 -0.021
H 0.649327 -6.455272 0.352099 -0.028 0.014 -0.004
H 1.985714 -3.413693 1.610600 0.001 -0.007 -0.027
H 0.355695 -4.031466 2.001910 -0.003 0.022 0.024
H 0.547939 -2.379406 1.392537 0.025 -0.039 -0.022
H 3.668227 -4.344830 -0.213086 -0.005 -0.031 0.001
H 5.620729 -3.336920 -1.305316 0.007 -0.006 0.000
H 5.287055 -1.637031 -3.085011 -0.005 -0.003 0.001
H 3.024212 -0.960427 -3.719514 -0.017 0.020 -0.032
H 1.163162 0.484242 -3.798347 -0.004 0.001 0.007
H -0.366038 0.017498 -4.515913 0.010 -0.006 -0.001
H 1.123544 -0.848916 -5.004764 0.016 -0.005 0.004
H 0.359097 -3.324020 -4.642450 0.003 -0.006 -0.005
H -1.332338 -2.884411 -4.281381 -0.011 0.029 -0.010
H -0.474832 -4.010968 -3.221371 0.001 -0.010 0.006
Se -1.139419 2.707230 -2.228744 0.119 0.166 -0.293
C -0.361662 4.332606 -1.621919 0.027 0.020 0.031
C -0.103779 5.349535 -2.554519 -0.042 -0.190 0.084
C 0.479764 6.542274 -2.169715 0.045 0.119 0.053
C 0.821424 6.767073 -0.839305 0.014 0.032 -0.025
C 0.563673 5.773419 0.094825 0.026 0.038 0.022
C -0.018141 4.575837 -0.290910 -0.110 -0.235 0.148
H -0.373895 5.185426 -3.590515 0.000 -0.016 -0.023
H 0.666417 7.309250 -2.914552 0.007 0.007 0.005
H 1.277022 7.703069 -0.537438 0.001 0.005 -0.003
H 0.813422 5.926937 1.138621 -0.002 0.001 0.018
H -0.216104 3.806744 0.453404 -0.016 0.213 -0.292
O -4.416000 1.559667 -3.245670 -0.112 0.263 -0.262
Se -4.019515 0.600179 -2.027507 0.386 -0.184 0.358
O -3.608478 1.447134 -0.616776 0.009 0.096 0.074
O -2.473788 -0.048600 -2.193559 0.168 -0.116 -0.181
O -5.132642 -0.518414 -1.713486 -0.172 -0.276 0.091
C 2.636852 -0.465329 0.769616 -0.081 0.186 -0.052
Si 1.503243 0.968848 0.248606 0.267 -0.049 0.174
C 2.418186 1.797746 -1.182854 -0.071 -0.088 0.108
C 1.520575 2.066373 1.795101 -0.117 -0.152 -0.075
O 0.047411 0.425402 -0.197177 0.113 0.019 -0.083
H 3.655679 -0.069120 0.823674 0.076 -0.004 0.032
H 2.642221 -1.284755 0.048890 -0.010 0.116 0.060
H 2.385465 -0.869478 1.753585 -0.039 0.029 -0.017
H 3.198252 2.480993 -0.836793 0.013 -0.011 0.054
H 1.733956 2.349546 -1.824612 -0.094 0.075 -0.023
H 2.896215 1.020425 -1.786747 0.023 -0.024 -0.031
H 2.553560 2.345508 2.022447 0.046 0.004 0.005
H 1.139854 1.485690 2.641931 0.012 -0.020 -0.003
H 0.925455 2.975002 1.740728 0.055 -0.014 -0.027



2.
90
Properties=species:S:1:pos:R:3:forces:R:3 method="wB97M-V/def2-TZVPD" e_homo_ev=-9.59 e_tot_ha=-2857.6830 smiles="O=C1OC[C@@H](F)O1.O=C1OC[C@@H](F)O1.O=C1OC[C@@H](F)O1.O=C1CCCO1.O=C1CCCO1.O=C1CCCO1.O=C1CCCO1.O=C1CCCO1" lumo_ev=0.068 charge=0 spin_multiplicity=1 homo_lumo_gap_ev=9.65
O -5.245139 4.310060 0.884619 0.176 0.826 -0.191
C -4.858337 3.404437 1.543968 -0.555 -2.957 -0.057
O -3.865399 3.417219 2.443105 -0.230 -0.236 0.593
C -3.765936 2.073891 3.068643 0.373 1.726 -0.154
C -5.070913 1.386955 2.875428 -0.421 -1.510 -0.546
C -5.462875 1.900798 1.529391 -0.288 2.827 -0.895
H -3.381046 2.225930 4.053736 -0.161 0.127 0.747
H -3.003325 1.610078 2.511605 0.962 -0.915 -0.698
H -5.848171 1.581957 3.610765 0.250 0.019 0.245
H -4.906763 0.299817 2.739231 -0.122 0.401 0.783
H -6.521963 2.096102 1.338908 0.071 -0.577 0.087
H -5.009389 1.344028 0.705682 -0.074 0.231 0.097
O -2.333296 -1.915331 4.273360 0.145 0.250 -0.378
C -2.228797 -2.299793 3.145063 0.142 1.023 -0.112
O -2.366877 -3.613544 2.853386 0.054 0.162 -0.341
C -2.485718 -3.754502 1.439035 0.420 1.072 -0.338
C -1.652544 -2.631472 0.835744 0.286 0.965 0.800
C -1.920966 -1.464977 1.823170 0.394 -1.085 0.989
H -3.502759 -3.570202 1.151755 -0.703 -0.426 -0.092
H -2.131475 -4.707260 1.140667 0.027 -1.048 -0.119
H -1.942281 -2.362958 -0.172763 0.052 -0.194 -0.234
H -0.579817 -2.868819 0.885773 -0.295 0.069 -0.135
H -2.762459 -0.809187 1.563020 0.046 -0.343 0.065
H -1.034421 -0.824910 1.987097 -0.453 -0.345 0.057
O 2.579945 -2.594951 0.040294 0.158 0.225 -0.788
C 1.810365 -2.720295 -0.873691 -0.567 -0.080 0.164
O 1.449486 -1.715694 -1.716525 0.928 0.527 0.380
C 0.565460 -2.135540 -2.763644 -0.095 -0.744 0.333
C 0.037938 -3.483866 -2.281223 0.285 -0.391 0.309
C 1.021271 -3.964180 -1.180986 -0.531 1.186 -0.865
H 1.099524 -2.248306 -3.709480 0.208 0.290 0.160
H -0.260096 -1.432941 -2.869936 0.533 0.195 0.061
H -0.030588 -4.147072 -3.136451 -0.300 -0.322 0.187
H -0.921594 -3.304111 -1.831246 -0.509 -0.310 -0.041
H 1.702695 -4.706378 -1.527861 0.481 -0.729 -0.173
H 0.578233 -4.268967 -0.239820 -0.202 -0.305 -0.102
O 3.040643 3.212147 -2.455073 0.042 -1.790 0.543
C 3.468966 2.152340 -2.031362 0.679 0.686 -0.271
O 3.486353 1.833726 -0.703573 0.287 -0.538 -1.259
C 4.342835 0.643867 -0.532954 0.460 1.160 1.904
C 4.536798 -0.037802 -1.825933 -0.822 0.076 -1.504
C 4.298037 1.090385 -2.800559 -0.128 1.927 -1.028
H 3.871788 0.063525 0.226460 -0.510 -0.504 0.373
H 5.297920 0.982800 -0.107200 -0.209 0.241 -0.204
H 3.774127 -0.792474 -1.973403 -0.003 -0.318 0.009
H 5.519213 -0.448877 -1.968800 0.347 -0.344 0.216
H 3.899326 0.890076 -3.822777 0.068 -0.081 0.977
H 5.208296 1.707414 -2.988260 -0.212 -0.602 0.082
O 1.875619 -0.323564 1.566737 0.412 -1.684 1.666
C 2.266108 -1.275471 2.249592 -1.952 1.531 -1.663
O 1.407110 -2.176537 2.797423 0.228 1.883 -0.724
C 2.090200 -3.238093 3.435637 0.407 0.183 0.563
C 3.612706 -2.999511 3.246495 -0.870 -0.741 -1.264
C 3.664484 -1.643776 2.500590 0.866 -1.186 2.088
H 1.632740 -4.089258 2.963586 0.460 -0.888 0.097
H 1.835000 -3.203671 4.486321 -0.233 -0.160 0.249
H 3.999185 -3.752376 2.564747 0.063 -0.212 0.054
H 4.188687 -3.088000 4.159024 -0.110 0.338 0.196
H 4.186097 -1.816462 1.579211 0.337 0.711 -0.328
H 4.116260 -0.958612 3.219572 0.173 0.553 -0.716
C 2.448328 6.253341 -2.319691 0.752 0.357 -0.059
C 3.331475 5.778833 -1.182227 1.413 -0.557 -0.777
O 3.118947 6.676808 -0.161614 0.838 -0.534 -0.354
C 2.512610 7.768750 -0.675833 -0.306 2.263 3.157
O 2.287047 8.719451 0.032265 0.155 -0.746 -1.273
O 2.193295 7.605417 -1.921642 -0.705 0.159 -1.493
F 4.710346 5.728420 -1.627704 -1.508 0.628 0.715
H 1.504420 5.702209 -2.339645 0.253 0.044 -0.359
H 3.021587 6.324342 -3.258945 -0.600 -0.528 0.320
H 3.152606 4.804520 -0.826157 -0.261 -1.023 0.277
C -4.203545 -1.592966 -1.538496 -0.473 2.320 -1.490
C -3.622001 -1.893877 -2.917745 -1.109 0.839 -0.807
O -3.746808 -3.266769 -3.016393 0.344 0.014 -0.920
C -4.094249 -3.767193 -1.828110 -0.860 -2.698 0.882
O -4.118368 -4.934224 -1.557476 0.279 0.889 -0.346
O -4.510843 -2.813372 -0.996188 0.043 -0.861 0.809
F -2.309162 -1.568598 -3.062761 0.567 0.088 0.520
H -5.124614 -0.962543 -1.627664 0.916 -0.409 0.268
H -3.403416 -1.096745 -1.035342 0.146 0.635 0.955
H -4.102719 -1.333408 -3.729311 -0.199 -0.620 0.062
C 0.379734 1.442475 -1.125856 0.861 -1.218 -1.097
C 0.371298 2.197485 0.167848 -0.204 -0.345 0.318
O -0.890349 1.786001 0.705621 0.180 0.598 -0.396
C -1.683967 1.424239 -0.316390 0.069 -0.516 -1.139
O -2.833697 1.140223 -0.230480 -0.612 -0.030 0.387
O -1.006185 1.317852 -1.500288 0.194 0.580 1.390
F 0.390903 3.556216 0.014046 -0.172 -0.294 -0.056
H 0.753398 0.404608 -0.969868 -0.053 0.751 0.203
H 0.968703 1.868190 -1.944505 -0.445 0.314 0.307
H 1.134759 1.892503 0.865228 0.236 0.056 0.142



Number 1: largest force on an atom 0.56 eV/Å. Number 2: largest force on an atom 3.90 eV/Å.